DFT (ωB97M-V/def2-TZVPD) results for a cluster of 6 separate species, C20H28Cl8 in total in a non-equilibrium geometry.

Structure (XYZ):
```
56
Properties=species:S:1:pos:R:3:forces:R:3
C 1.39338 1.90312 6.26547 -0.3 -0.6 -0.3
C 0.60765 1.17103 5.35348 -0.1 0.4 -0.6
C 1.14217 0.01483 4.78564 -0.6 -0.2 0.6
C 2.37390 -0.47789 5.21056 -0.9 -1.0 -1.6
C 3.12741 0.18434 6.11673 1.3 1.1 1.0
C 2.66110 1.39101 6.61633 -0.8 1.4 1.5
H 0.94486 2.80366 6.71462 0.6 -0.4 -0.2
H -0.40559 1.50304 5.00058 1.1 -0.2 0.6
H 0.52420 -0.60418 4.12899 0.3 0.3 0.0
H 2.69291 -1.39833 4.74394 0.3 -0.1 0.1
H 4.11731 -0.14860 6.45616 -0.5 -0.1 -0.3
H 3.21417 1.92525 7.43370 -0.4 -0.5 -1.1
C -4.17795 -2.04490 -1.35712 0.9 0.4 0.3
C -3.81960 -1.46144 -0.15735 -0.5 -0.4 0.7
C -4.50620 -0.34635 0.31987 -0.2 1.2 0.2
C -5.39306 0.31569 -0.53136 -0.6 -0.8 -0.5
C -5.73579 -0.29672 -1.75147 -0.1 1.8 -0.2
C -5.09938 -1.42221 -2.16337 -0.3 -1.9 -0.9
H -3.67091 -2.94177 -1.66708 0.0 -0.2 -0.2
H -3.09747 -1.98063 0.44532 0.2 0.0 0.4
H -4.39770 0.07531 1.34143 0.4 -0.5 -0.8
H -5.89740 1.24525 -0.27571 0.2 -0.2 0.3
H -6.42210 0.16653 -2.46924 0.1 0.0 0.6
H -5.36899 -1.96245 -3.08029 0.0 0.6 0.2
Cl 0.43277 1.00176 -3.45651 0.5 -0.2 0.0
C -1.18260 1.02407 -4.17538 -1.0 0.9 0.2
C -2.06827 -0.08165 -3.65623 -1.4 0.1 0.7
Cl -1.73004 -1.66946 -4.39127 0.2 0.0 -0.1
H -1.14840 0.97982 -5.25854 0.4 -0.1 -0.1
H -1.57113 2.02855 -3.88887 0.0 -1.0 -0.2
H -3.15529 0.12172 -3.83896 1.0 0.1 -0.2
H -2.02947 -0.22292 -2.56765 0.4 0.1 -0.3
Cl 0.43343 2.31609 1.56879 -0.1 -0.3 0.3
C -0.56088 2.86878 0.19967 0.3 1.1 0.2
C -1.63261 1.88946 -0.16706 -0.2 0.3 0.3
Cl -2.60130 2.56305 -1.51981 0.0 0.0 0.3
H 0.14190 3.00350 -0.59454 0.3 0.0 -0.7
H -0.90813 3.87643 0.47056 -0.3 -0.5 -0.1
H -2.29691 1.71998 0.67105 -0.2 -0.1 0.0
H -1.19509 0.95418 -0.47233 0.0 -0.4 -0.2
Cl 5.18986 -1.91483 -1.31563 -0.2 -0.3 0.5
C 5.60943 -0.86275 -2.67545 -1.5 0.3 -0.2
C 5.04466 -1.48380 -3.95370 -0.2 0.9 0.5
Cl 5.43419 -0.38559 -5.30355 0.1 0.0 -0.2
H 6.65569 -0.79587 -2.68243 1.4 0.2 -0.2
H 5.16617 0.13859 -2.47337 0.3 -0.8 -0.3
H 3.96249 -1.49195 -3.85407 0.0 -0.3 -0.2
H 5.42980 -2.47017 -4.17917 0.1 0.0 0.1
Cl 2.35489 -2.41296 1.73599 -0.3 0.1 -0.1
C 2.08997 -1.03147 0.59113 -0.5 -0.7 0.8
C 1.46028 -1.45727 -0.70123 0.3 -0.7 -0.1
Cl -0.29589 -1.83578 -0.60176 0.4 0.2 0.0
H 3.10613 -0.74604 0.37051 0.1 0.7 0.0
H 1.47592 -0.28073 1.12103 0.6 -0.3 -0.3
H 1.97331 -2.34121 -1.12361 -0.4 0.5 0.2
H 1.60818 -0.61506 -1.35741 -0.3 0.2 -0.6
```
Positions in Å, forces in eV/Å.

Properties
Frontier orbital gap, eV: 9.651
HOMO level, eV: -9.204
SMILES string: c1ccccc1.c1ccccc1.ClCCCl.ClCCCl.ClCCCl.ClCCCl

***

DFT (ωB97M-V/def2-TZVPD) results for a cluster of 4 separate species, C20H28ClFN3O3P in total in a non-equilibrium geometry.

Structure (XYZ):
```
57
Properties=species:S:1:pos:R:3:forces:R:3
C -0.96375 -3.11113 0.38248 0.2 0.1 0.3
C -1.45943 -1.55392 0.07247 1.7 0.2 -0.3
P -3.33487 -1.41488 -0.31571 0.1 -1.4 -0.8
C -3.58223 -1.47863 -2.24779 -0.8 0.7 -0.1
C -4.06862 0.27202 0.17976 -0.1 -0.1 0.7
O -4.95170 0.75039 -0.89651 -0.2 4.1 1.9
C -5.25446 2.16810 -0.51195 -2.9 1.3 -0.4
O -6.35660 2.87977 -0.79170 8.3 -5.0 2.0
O -4.09120 2.61786 0.31505 -2.1 -1.2 -1.9
C -3.11162 1.52108 0.61903 -2.5 0.1 -0.5
Cl -3.04424 1.48365 2.47092 0.4 0.1 -1.9
C -1.69943 1.82249 -0.14767 1.2 1.0 0.2
C -1.57740 3.31011 -0.83309 1.0 0.5 0.0
F -0.62905 1.77424 0.91807 -2.2 -0.2 -2.5
H 0.21789 -3.10120 0.54466 -2.6 0.0 -0.5
H -1.21623 -3.85899 -0.49783 0.5 1.7 1.8
H -1.43731 -3.51430 1.37808 0.8 0.8 -2.0
H -1.22433 -0.89016 1.00738 -0.4 -1.2 -1.7
H -0.76728 -1.17940 -0.81175 -1.4 -0.5 1.7
H -4.76457 -1.42763 -2.40498 2.6 -0.2 0.3
H -3.18788 -2.50287 -2.65186 -0.6 2.1 0.8
H -3.14650 -0.53248 -2.78126 -0.6 -2.0 0.8
H -4.81164 -0.02325 1.05130 1.8 1.0 -1.4
H -1.43713 1.03222 -0.99340 -0.7 1.4 2.2
H -0.41353 3.57492 -0.86213 -2.5 -0.8 0.1
H -2.07199 4.17946 -0.20986 0.8 -2.0 -1.3
H -1.91676 3.34085 -1.97422 0.4 -0.3 2.7
N 3.60936 -2.64753 1.78717 0.0 0.1 0.0
C 3.01038 -3.52165 2.65646 -0.1 -0.1 0.0
C 3.69624 -4.71442 2.60074 -0.3 0.2 0.2
C 4.74956 -4.55203 1.66941 0.2 0.2 -0.3
C 4.67412 -3.26550 1.18457 0.0 -0.1 -0.1
H 3.31275 -1.69523 1.61756 0.1 -0.4 0.1
H 2.14873 -3.22141 3.23752 0.1 -0.1 -0.1
H 3.46383 -5.60487 3.17032 0.0 0.2 -0.1
H 5.48444 -5.29352 1.38369 -0.1 0.2 0.0
H 5.28454 -2.73870 0.46330 -0.1 -0.1 0.2
N 6.51236 -3.11722 -2.23992 0.0 0.0 0.0
C 7.64087 -2.90925 -1.49043 0.1 0.0 0.1
C 8.67216 -3.61477 -2.06912 -0.1 0.3 0.3
C 8.14850 -4.26644 -3.21120 -0.3 -0.1 -0.2
C 6.81355 -3.93945 -3.29440 0.0 -0.1 -0.1
H 5.60029 -2.72466 -2.04587 0.4 -0.2 -0.1
H 7.61318 -2.28001 -0.61094 0.1 -0.1 -0.1
H 9.69178 -3.65471 -1.70841 -0.2 0.0 0.0
H 8.68734 -4.90495 -3.89927 -0.1 0.1 0.1
H 6.05390 -4.22178 -4.01105 0.2 0.0 0.1
N -4.82200 5.69055 1.02525 0.1 0.1 0.0
C -4.45393 6.80367 0.31531 0.0 0.0 0.0
C -4.08040 7.77760 1.21428 0.0 0.0 -0.4
C -4.22260 7.23057 2.51188 -0.1 -0.3 0.2
C -4.67920 5.93983 2.36546 0.0 0.0 0.0
H -5.14718 4.82095 0.62315 0.1 0.3 0.1
H -4.49072 6.80797 -0.76582 0.0 0.0 0.2
H -3.74093 8.77397 0.96262 -0.1 -0.2 0.0
H -4.01374 7.72475 3.45191 0.0 -0.1 -0.2
H -4.91534 5.17989 3.09833 0.0 0.2 -0.1
```
Positions in Å, forces in eV/Å.

Properties
Frontier orbital gap, eV: 8.171
HOMO level, eV: -8.089
SMILES string: CCP(C)[C@@H]1OC(=O)O[C@]1(Cl)[C@@H](C)F.c1cc[nH]c1.c1cc[nH]c1.c1cc[nH]c1

***

DFT (ωB97M-V/def2-TZVPD) results for a structure of composition C20H28CoF6N2S2Si2Te.

Structure (XYZ):
```
62
Properties=species:S:1:pos:R:3:forces:R:3
Co -0.22528 2.06913 1.16365 0.1 0.7 0.1
F -6.44785 1.59472 1.06118 -0.1 0.0 0.0
C -5.19784 1.34795 1.46438 0.0 0.0 0.0
F -5.15463 1.51995 2.78893 0.0 0.0 0.0
F -4.94877 0.04766 1.21730 0.0 0.0 0.0
C -4.20533 2.22825 0.75069 0.1 0.0 0.0
C -4.61406 3.14986 -0.19869 0.0 0.0 0.0
C -3.67802 3.92894 -0.86523 0.0 0.0 0.0
C -2.34282 3.74815 -0.56743 -0.1 0.0 0.1
N -1.94993 2.86880 0.35535 0.0 -0.1 -0.2
C -2.84144 2.12154 1.02536 -0.1 0.0 0.1
S -2.06172 1.09490 2.21784 0.1 -0.2 0.0
H -5.66798 3.25478 -0.41734 0.0 0.0 0.0
H -3.98319 4.65758 -1.60087 0.0 0.0 0.0
H -1.55787 4.31543 -1.05042 0.0 0.0 0.0
F 5.13741 5.05280 -0.00399 0.0 0.0 0.0
C 3.97899 4.78718 0.61608 0.0 0.0 0.0
F 4.25921 4.55869 1.90481 0.0 0.0 0.0
F 3.22655 5.89258 0.54944 0.0 0.0 0.0
C 3.28384 3.60872 -0.01774 -0.1 0.0 0.0
C 3.81524 2.99555 -1.12966 0.0 0.0 0.0
C 3.15835 1.91331 -1.71367 0.0 0.0 0.0
C 1.97838 1.49702 -1.14669 0.0 0.0 0.0
N 1.44969 2.08220 -0.06652 0.1 -0.1 -0.1
C 2.07226 3.13247 0.51782 0.1 -0.1 0.0
S 1.21165 3.74620 1.88149 0.0 0.0 0.1
H 4.74459 3.35869 -1.54660 0.0 0.0 0.0
H 3.55789 1.41787 -2.58557 0.0 0.0 0.0
H 1.41890 0.66846 -1.56067 0.0 0.0 0.0
C -2.32028 -2.46181 -3.24424 0.0 0.0 0.0
Si -0.85359 -3.29029 -2.43758 0.0 -0.1 0.0
C -1.39511 -4.51486 -1.13160 0.0 0.0 0.0
C 0.28627 -4.06826 -3.69276 0.0 0.0 0.1
C 0.18102 -1.92784 -1.56368 0.1 0.0 0.1
Te -0.93564 -0.90094 -0.09723 -0.2 -0.1 -0.1
C -0.23123 -2.00044 1.54155 -0.1 -0.1 0.0
Si 1.53785 -1.69701 2.23658 0.1 -0.1 -0.1
C 1.62814 -0.00429 3.02016 -0.1 0.0 0.0
C 2.79880 -1.83096 0.85604 -0.1 0.0 0.1
C 1.77947 -3.05961 3.48916 0.0 0.1 -0.1
H -2.86946 -3.19120 -3.84346 0.0 0.0 0.0
H -2.01486 -1.65803 -3.91753 0.0 0.0 0.0
H -3.02680 -2.04702 -2.52170 0.0 0.0 0.0
H -1.96581 -5.32359 -1.59290 0.0 0.0 0.0
H -2.04299 -4.06919 -0.37220 0.0 0.0 0.0
H -0.54248 -4.97417 -0.62618 0.0 0.0 0.0
H -0.23455 -4.85668 -4.23968 0.0 0.0 0.0
H 1.16139 -4.51795 -3.22087 0.0 0.0 0.0
H 0.63583 -3.33746 -4.42419 0.0 0.0 0.0
H 0.50760 -1.20751 -2.31561 0.0 0.0 0.0
H 1.06046 -2.36172 -1.08857 0.0 0.0 0.0
H -0.29661 -3.04110 1.20998 0.0 0.0 0.0
H -0.97079 -1.84046 2.32938 0.0 0.0 0.0
H 0.86721 0.67726 2.62697 0.1 0.0 0.1
H 2.59559 0.47080 2.85206 0.0 0.0 0.0
H 1.45208 -0.04434 4.09630 0.0 0.0 0.0
H 2.68234 -1.05851 0.09207 0.0 0.0 0.0
H 2.79958 -2.80725 0.36741 0.0 0.0 0.0
H 3.79090 -1.69174 1.29312 0.0 0.0 0.0
H 1.03826 -3.00439 4.28836 0.0 0.0 0.0
H 2.76531 -2.96797 3.94984 0.0 0.0 0.0
H 1.71594 -4.05091 3.03778 0.0 0.0 0.0
```
Positions in Å, forces in eV/Å.

Properties
Total charge: +1
Frontier orbital gap (spin up / spin down), eV: 8.237 / 4.762
2S+1: 5
HOMO level (spin up / spin down), eV: -11.023 / -11.009

***

DFT (ωB97M-V/def2-TZVPD) results for a structure of composition C20H28F3InO2 in a non-equilibrium geometry.

Structure (XYZ):
```
54
Properties=species:S:1:pos:R:3:forces:R:3
O 7.06769 3.80525 0.46428 0.1 0.0 0.1
C 8.04325 3.42827 -0.53026 -0.1 0.0 -0.1
C 9.18684 4.03286 0.27666 0.1 0.0 0.1
H 7.84219 3.90013 -1.49479 0.0 0.0 0.0
H 8.08280 2.34566 -0.67003 0.0 0.0 0.0
C 8.10658 4.41104 1.30924 -0.1 -0.1 -0.2
H 9.68884 4.87861 -0.18646 0.0 0.0 0.0
H 9.93054 3.32565 0.63490 0.0 0.0 0.0
C 7.85939 5.89118 1.47370 0.0 0.1 0.0
H 7.76934 6.37747 0.50419 0.0 0.0 -0.1
H 8.67766 6.36112 2.02030 0.1 0.0 0.0
H 6.93716 6.06491 2.02697 -0.1 0.0 0.0
C 8.19778 3.69131 2.63323 0.0 0.0 0.1
H 8.35432 2.62495 2.48264 0.0 -0.1 0.0
H 7.27793 3.82199 3.20199 -0.1 0.0 0.0
H 9.02443 4.08026 3.22881 0.0 0.0 0.0
In 0.00000 0.00000 0.00000 0.5 0.4 -2.3
C -0.59712 -1.98559 1.15175 -0.1 -1.0 0.4
C -0.45017 -2.29872 -0.21058 0.2 -1.2 0.0
C 0.91504 -2.13309 -0.54098 0.4 -1.2 -0.1
H -1.23212 -2.58094 -0.89300 -0.1 0.0 0.0
C 1.59857 -1.72572 0.61764 0.6 -0.4 -0.1
C 0.66814 -1.61159 1.66319 -0.1 -0.5 0.7
H 0.87706 -1.29261 2.67069 0.0 0.0 0.1
H -1.51911 -2.01554 1.70489 -0.1 0.0 0.0
H 1.33650 -2.25283 -1.52212 0.1 -0.1 0.0
H 2.64805 -1.49228 0.67869 0.1 0.0 0.0
C -2.18327 0.76151 0.58946 -0.8 0.4 0.5
C -1.37332 0.78578 1.74939 -0.9 0.4 0.6
C -0.35255 1.73678 1.55715 0.0 0.5 0.4
H -1.50849 0.18466 2.63055 0.0 -0.1 0.0
C -0.55287 2.31883 0.28160 -0.2 0.9 -0.1
C -1.68210 1.72636 -0.30091 -0.6 0.8 0.0
H -2.04248 1.90951 -1.29571 -0.1 0.1 0.0
H -3.02719 0.11643 0.41281 -0.1 -0.1 0.0
H 0.40802 1.99934 2.27214 0.1 0.0 0.1
H 0.08333 3.04555 -0.19365 0.0 0.1 0.0
O 1.98173 0.97986 -0.40819 0.9 0.5 -0.2
C 2.81475 1.45221 0.67278 0.0 0.1 0.0
C 4.23763 1.37876 0.15768 0.1 0.0 0.1
H 2.62869 0.83046 1.54492 0.0 -0.1 0.1
H 2.52164 2.47681 0.90774 0.0 0.1 0.0
C 4.04861 1.61506 -1.33510 0.1 0.1 -0.1
H 4.65526 0.38749 0.33454 0.0 -0.1 0.0
H 4.88616 2.10854 0.63684 0.1 0.1 0.0
C 2.77159 0.85745 -1.62275 -0.2 -0.2 0.1
H 4.88047 1.25511 -1.93612 0.0 0.0 0.0
H 3.91795 2.67762 -1.53973 0.0 0.1 0.0
H 2.95541 -0.20189 -1.80451 0.0 -0.1 0.0
H 2.17457 1.24403 -2.43919 0.0 0.1 -0.1
F -1.65252 -0.50872 -2.51652 0.9 0.4 -0.7
C -0.37575 -0.02970 -2.29283 0.5 0.3 1.8
F 0.50941 -0.79305 -3.02463 -1.0 0.5 -0.4
F -0.29935 1.25831 -2.78808 -0.3 -0.8 -0.7
```
Positions in Å, forces in eV/Å.

Properties
Frontier orbital gap, eV: 8.157
HOMO level, eV: -7.791